Record 1
11
Properties=species:S:1:pos:R:3:nbo_charge:R:1 method="wB97M-V/def2-TZVPD" s_squared=2.015 multiplicity=3 homo_lumo_gap_ha="0.245 / 0.279" lumo_ev="-0.997 / -3.173"
C 0.1864 0.2282 1.0138 -0.2081
C 1.2086 -0.4302 0.4358 -0.2434
C -0.9167 0.4674 0.0428 0.1827
C -0.4555 0.0153 -1.3084 0.2212
C 0.9056 -0.7398 -0.9669 0.4259
N -2.0004 0.9652 0.3976 -0.5177
O 1.6298 -1.2529 -1.7559 -0.4062
O -1.1080 0.0132 -2.3240 -0.2860
H 0.3601 0.4642 2.0067 0.2329
H 2.0407 -0.9238 1.0426 0.2540
H -1.8505 1.1931 1.4158 0.3448

Record 2
30
Properties=species:S:1:pos:R:3:nbo_charge:R:1 method="wB97M-V/def2-TZVPD" homo_lumo_gap_ha=0.325 lumo_ev=0.914
C -0.2159 0.2960 3.3935 -0.6147
C -0.5725 -0.7254 2.2672 -0.4163
C 0.5000 -0.8764 1.2294 -0.0844
C 1.1889 -1.9631 0.7616 -0.0311
N 1.8097 -1.5856 -0.4078 -0.5168
C 1.3927 -0.3523 -0.8336 0.1337
C 1.9527 0.4596 -1.8392 -0.2374
C 1.2999 1.6399 -2.0537 -0.2195
C 0.2273 2.0311 -1.1965 -0.2382
C -0.0672 1.3793 -0.0306 -0.1966
C 0.6048 0.1503 0.2161 -0.0992
H 0.8387 0.5731 3.4619 0.2136
H -0.5124 -0.2122 4.3068 0.2149
H -0.7239 1.2137 3.0844 0.2075
H -0.9228 -1.6708 2.6997 0.2077
H -1.4820 -0.4149 1.7530 0.2073
H 1.3045 -3.0149 0.9987 0.2142
H 2.3251 -2.2724 -0.9197 0.4035
H 2.8881 0.2276 -2.3452 0.2178
H 1.7493 2.4530 -2.5841 0.2107
H -0.1583 3.0064 -1.4610 0.2077
H -0.6871 1.8940 0.7017 0.2157
C -2.6758 -0.5135 -1.5958 -0.6157
C -3.4833 0.1789 -0.4821 -0.6144
H -1.9766 -1.3015 -1.2871 0.2022
H -3.1971 -1.0371 -2.3788 0.2003
H -2.0319 0.2488 -2.0471 0.2119
H -3.8188 1.1476 -0.8564 0.2089
H -4.2018 -0.4249 0.0668 0.2064
H -2.7211 0.3481 0.2751 0.2006

Record 3
17
Properties=species:S:1:pos:R:3:nbo_charge:R:1 method="wB97M-V/def2-TZVPD" homo_lumo_gap_ha=0.412 lumo_ev=0.631
C -0.9283 0.4804 -1.5961 -0.6248
C -0.4105 -0.5243 -0.6290 -0.5287
C 0.6042 -0.0005 0.4339 0.8179
O 1.2690 0.9548 0.4481 -0.5599
O 0.7031 -0.9978 1.3735 -0.7399
H -1.9695 0.7046 -1.2265 0.2117
H -0.8180 0.1534 -2.5681 0.2119
H -0.3731 1.5012 -1.5493 0.2343
H -1.2797 -1.1893 -0.1513 0.2255
H 0.2330 -1.2423 -1.2141 0.2562
H 1.3193 -0.7668 2.0842 0.4954
O 1.2350 -3.2977 -0.3391 -0.9531
H 0.9166 -2.8954 0.5067 0.4873
H 0.4450 -3.7213 -0.7204 0.4650
O -0.3377 3.4087 1.4680 -0.9547
H 0.4876 3.6862 1.6903 0.4755
H -1.0960 3.7461 1.9892 0.4805

Record 4
8
Properties=species:S:1:pos:R:3:nbo_charge:R:1 method="wB97M-V/def2-TZVPD" homo_lumo_gap_ha=0.260 lumo_ev=-0.813
C -0.1580 0.1502 -0.0129 -0.6915
C -1.5573 0.4947 -0.1186 -0.2406
P -2.6901 1.7973 -0.1323 0.6780
C -2.9202 0.0469 0.1054 -0.4394
S -3.8784 -1.2883 0.1399 -0.0767
H 0.0587 -0.9783 -0.3418 0.2643
H -0.0370 -0.1234 1.0977 0.2673
H 0.4279 0.9679 -0.2395 0.2387

Record 5
60
Properties=species:S:1:pos:R:3:nbo_charge:R:1 method="wB97M-V/def2-TZVPD" homo_lumo_gap_ha=0.326 lumo_ev=0.403
C 5.4149 -3.5586 2.4036 -0.2519
O 5.1538 -2.9425 1.1656 -0.4926
C 3.9305 -2.3832 0.9618 0.3200
C 2.9025 -2.3461 1.8965 -0.3418
C 1.7009 -1.7378 1.5698 -0.1042
C 1.5105 -1.1709 0.3265 -0.3037
C 2.5326 -1.2058 -0.6176 0.0729
C 2.3216 -0.5734 -1.9697 -0.2693
N 1.9548 0.8252 -1.8376 -0.5966
C 0.6931 1.2574 -1.9960 0.7194
O -0.1991 0.5448 -2.4209 -0.6848
C 0.4371 2.6965 -1.5436 -0.3186
C -0.7973 3.2293 -2.2800 -0.4084
C -1.4534 4.4164 -1.5805 -0.2260
N -1.6504 4.1948 -0.1714 -0.6797
S -3.0822 3.5585 0.3975 2.3288
O -4.0541 3.7224 -0.6420 -0.9390
O -3.3201 4.1678 1.6729 -0.9390
C -2.8167 1.8048 0.7191 -0.3307
C -2.6755 1.3972 2.0342 -0.2003
C -2.4149 0.0675 2.3064 -0.2127
C -2.2392 -0.8401 1.2680 -0.2122
C -2.3360 -0.4161 -0.0664 0.2089
C -2.6828 0.9091 -0.3218 -0.2296
N -1.9844 -1.2434 -1.1249 -0.6418
C -1.8498 -2.5969 -1.0903 0.6748
O -1.2771 -3.2098 -1.9601 -0.5842
C -2.5280 -3.2644 0.0965 -0.4153
C -2.2999 -4.7631 0.1115 -0.6129
S -1.8564 -2.5165 1.6304 0.2866
C -0.4452 3.8747 0.5430 -0.2246
C 0.2379 2.6217 -0.0155 -0.4164
C 3.7350 -1.8035 -0.2934 -0.2918
H 6.4329 -3.9385 2.3343 0.2012
H 5.3519 -2.8432 3.2301 0.1756
H 4.7301 -4.3917 2.5901 0.1774
H 3.0207 -2.7850 2.8741 0.2186
H 0.9043 -1.7170 2.2983 0.2058
H 0.5701 -0.7030 0.0791 0.2114
H 3.2252 -0.6543 -2.5788 0.2043
H 1.4934 -1.0649 -2.4886 0.2520
H 2.6392 1.4347 -1.4181 0.3972
H 1.3040 3.3270 -1.7638 0.2105
H -1.5189 2.4181 -2.3672 0.2246
H -0.5119 3.5195 -3.2927 0.2189
H -0.8325 5.3136 -1.6888 0.1927
H -2.4355 4.6137 -2.0093 0.2475
H -2.7907 2.1259 2.8193 0.2511
H -2.3225 -0.2813 3.3228 0.2278
H -2.8160 1.2374 -1.3393 0.2412
H -1.5772 -0.7711 -1.9317 0.4556
H -3.5968 -3.0242 0.0828 0.2335
H -1.2339 -4.9755 0.1439 0.2280
H -2.7816 -5.2137 0.9757 0.2162
H -2.7069 -5.1994 -0.7974 0.2363
H 0.2326 4.7335 0.4720 0.2004
H -0.7159 3.7304 1.5900 0.2296
H 1.2039 2.4869 0.4762 0.2167
H -0.3763 1.7520 0.2197 0.2231
H 4.5457 -1.8458 -1.0043 0.2194

Record 6
17
Properties=species:S:1:pos:R:3:nbo_charge:R:1 method="wB97M-V/def2-TZVPD" homo_lumo_gap_ha=0.291 total_charge=-2 lumo_ev=6.577
C 0.7502 -0.7298 1.2343 -0.6125
C 0.5119 0.1903 0.0061 -0.1943
C 0.3164 1.6009 0.5566 0.7692
O 1.3224 2.3768 0.6586 -0.7247
O -0.9108 1.9711 0.6898 -0.6926
C 1.5107 0.2884 -1.1734 0.7753
O 1.0182 0.5090 -2.2992 -0.7938
O 2.7076 0.0132 -0.9377 -0.7729
C -1.0021 -0.1495 -0.6655 -0.4906
C -2.0241 0.4861 0.1960 0.3887
N -3.1131 0.4294 0.6098 -0.5590
C -1.1443 -1.5746 -0.8009 0.3733
N -1.3182 -2.7076 -0.8636 -0.4334
H 1.7681 -0.8348 1.4962 0.2296
H 0.4349 -1.7512 0.9227 0.1990
H 0.0956 -0.4459 2.0618 0.2023
H -0.9234 0.3281 -1.6918 0.3365

Record 7
18
Properties=species:S:1:pos:R:3:nbo_charge:R:1 method="wB97M-V/def2-TZVPD" homo_lumo_gap_ha=0.335 lumo_ev=0.654
C -0.6986 1.8153 -0.9728 -0.5936
C -0.0177 1.1672 0.2234 -0.3622
C 1.3715 0.6951 0.0517 -0.6076
C -0.7225 1.0350 1.3118 0.7120
O -1.4625 0.8480 2.1841 -0.4706
H -1.6434 2.2533 -0.6217 0.2359
H -1.0266 0.9640 -1.6577 0.2146
H 0.0608 2.4936 -1.4997 0.2182
H 1.4273 -0.4527 -0.0700 0.2005
H 2.1462 0.9486 0.8064 0.2276
H 1.7424 1.0630 -0.9189 0.2235
C -1.1934 -2.1698 1.0545 -0.4144
N -2.1172 -1.5141 0.2668 -0.4280
C -2.6618 -0.5180 -0.0658 0.1951
S -3.6493 0.4821 -0.5985 0.0093
H -1.0831 -3.2177 0.6941 0.2135
H -0.2682 -1.6499 0.9010 0.2079
H -1.5235 -2.1617 2.0920 0.2183

Computed relative energy (zero: lowest compared OMol25 entry of this formula, charge and spin) (kJ/mol) in order:
0.0 136.2 100.1 62.2 63.6 0.0 111.5
Computed M (g mol⁻¹) in order:
109.084 175.275 110.109 102.098 489.619 180.119 143.211